[1]
The following is a quantum chemistry calculation of 3 unconnected molecules or ions with the total composition C19H25F2NO3, from OMol25.

Its LUMO energy is 0.02960 Eh. For the HOMO energy, the calculation gives -9.06 eV. Its energy above the lowest of the compared OMol25 structures with the same formula, charge and spin is 0.00 kJ/mol. As for the total energy: -33176.1612 eV. Its SMILES is CC(C)COC(=O)OCCN.Fc1ccccc1.Fc1ccccc1. The spin multiplicity is 1.

CARTESIAN COORDINATES (ANGSTROEM)
C (1.787, -0.695, 2.224)
C (1.967, -0.198, 0.775)
C (0.918, -0.816, -0.160)
C (2.010, 1.333, 0.685)
O (1.086, 1.987, 1.571)
C (-0.209, 1.847, 1.218)
O (-0.655, 2.099, 0.126)
O (-0.899, 1.395, 2.258)
C (-2.326, 1.461, 2.141)
C (-2.903, 0.338, 1.300)
N (-2.453, -0.966, 1.805)
H (0.771, -1.054, 2.396)
H (2.468, -1.521, 2.443)
H (1.977, 0.094, 2.952)
H (2.957, -0.528, 0.444)
H (1.164, -1.865, -0.349)
H (-0.083, -0.756, 0.272)
H (0.919, -0.307, -1.128)
H (2.996, 1.689, 0.985)
H (1.831, 1.661, -0.341)
H (-2.633, 2.440, 1.768)
H (-2.687, 1.361, 3.167)
H (-3.995, 0.459, 1.315)
H (-2.570, 0.435, 0.266)
H (-2.775, -1.682, 1.165)
H (-2.912, -1.152, 2.691)
F (-3.064, -3.475, 0.247)
C (-2.221, -4.537, 0.220)
C (-2.730, -5.795, 0.465)
C (-1.857, -6.873, 0.435)
C (-0.508, -6.677, 0.169)
C (-0.027, -5.397, -0.070)
C (-0.887, -4.309, -0.048)
H (-3.783, -5.920, 0.673)
H (-2.234, -7.870, 0.621)
H (0.167, -7.522, 0.149)
H (1.024, -5.241, -0.274)
H (-0.538, -3.301, -0.229)
F (2.649, 6.668, -4.756)
C (2.194, 5.824, -3.804)
C (1.491, 4.702, -4.192)
C (1.028, 3.839, -3.209)
C (1.267, 4.105, -1.867)
C (1.977, 5.244, -1.508)
C (2.449, 6.116, -2.480)
H (1.313, 4.516, -5.243)
H (0.476, 2.952, -3.492)
H (0.896, 3.429, -1.109)
H (2.163, 5.457, -0.464)
H (3.006, 7.006, -2.223)


[2]
The following is a quantum chemistry calculation of a molecular structure, C19H25F6N2ORuS5, from OMol25.

Its LUMO energy (alpha / beta) is -0.21234 / -0.33680 Eh. For the HOMO energy (alpha / beta), the calculation gives -13.60 / -14.39 eV. Its energy above the lowest of the compared OMol25 structures with the same formula, charge and spin is 0.00 kJ/mol. As for the total energy: -98185.3862 eV. As for the total charge: +2. Its expectation value of S² is 8.79. The spin multiplicity is 6.

CARTESIAN COORDINATES (ANGSTROEM)
Ru (-0.425, 0.250, -0.295)
C (-3.642, -0.708, -1.082)
C (-4.093, 0.654, -0.559)
S (-2.765, 1.529, 0.326)
C (-2.601, 3.095, -0.581)
C (-1.685, 3.070, -1.797)
S (-0.013, 2.604, -1.273)
C (0.837, 2.324, -2.843)
C (0.421, 1.071, -3.598)
S (0.843, -0.420, -2.648)
C (-0.256, -1.651, -3.416)
C (-1.519, -1.952, -2.610)
S (-2.306, -0.370, -2.241)
H (-4.471, -1.218, -1.572)
H (-3.276, -1.333, -0.264)
H (-4.924, 0.520, 0.133)
H (-4.446, 1.284, -1.376)
H (-2.236, 3.806, 0.162)
H (-3.597, 3.433, -0.869)
H (-1.640, 4.066, -2.240)
H (-2.048, 2.371, -2.550)
H (1.898, 2.295, -2.586)
H (0.696, 3.202, -3.475)
H (0.946, 1.029, -4.553)
H (-0.649, 1.074, -3.801)
H (0.320, -2.563, -3.562)
H (-0.512, -1.277, -4.408)
H (-1.266, -2.466, -1.679)
H (-2.180, -2.597, -3.190)
N (-0.295, -3.461, 0.775)
C (0.931, -2.984, 0.750)
N (1.184, -1.716, 0.338)
C (2.483, -1.458, 0.439)
C (3.105, -0.202, 0.147)
C (4.448, -0.086, 0.315)
C (5.229, -1.186, 0.769)
C (4.660, -2.425, 1.071)
C (3.304, -2.549, 0.908)
S (2.302, -3.924, 1.231)
H (-1.069, -2.818, 0.692)
H (-0.499, -4.377, 1.150)
H (2.491, 0.637, -0.156)
H (4.946, 0.853, 0.122)
H (6.295, -1.052, 0.894)
H (5.273, -3.241, 1.427)
C (-0.555, 1.975, 3.533)
C (-0.032, 0.652, 2.964)
O (-0.088, 0.685, 1.588)
C (-0.928, -0.488, 3.495)
F (-0.430, -1.723, 3.228)
F (-2.131, -0.437, 2.885)
F (-1.122, -0.417, 4.807)
C (1.431, 0.472, 3.431)
F (1.972, -0.713, 3.042)
F (1.539, 0.528, 4.758)
F (2.200, 1.431, 2.897)
H (-1.593, 2.100, 3.227)
H (0.033, 2.784, 3.106)
H (-0.493, 2.021, 4.617)